# 1
Molecular formula: C39H93N11O9
Method: DFT, ωB97M-V/def2-TZVPD

Energy relative to the best compared isomer or geometry (same formula, charge and spin) ... 0.0 kcal per mole
Total energy ... -2821.3644 Ha
Structure (SMILES) ... CCN(CC)CC.CCN(CC)CC.CNC(C)=O.CNC(C)=O.CNC(C)=O.CNC(C)=O.CNC(C)=O.CNC(C)=O.CNC(C)=O.CNC(C)=O.CNC(C)=O
Total charge ... 0

Positions of all 152 atoms, in Å:
H -6.23761 3.65001 -0.70978
H 2.81951 -0.74552 -3.19872
C 0.16635 -2.61445 -2.52398
H 3.14896 -3.79627 -0.96958
H 4.87563 -4.61729 1.84747
H 0.23033 -4.69125 -0.92999
H -6.62437 -1.13126 0.74502
H 1.59125 -0.15173 0.73295
H -5.67587 1.09381 -0.70569
H 3.51318 -3.35033 3.92260
H 2.36927 -5.07080 -0.12010
C -7.19175 -1.01128 1.66796
H 7.01618 1.26489 -0.38557
C -6.85073 2.77421 2.36497
C -0.55326 4.00104 -1.53712
H 0.07598 0.33221 6.03491
H -2.99962 1.88872 -0.43196
C 5.19351 0.11153 1.31981
C 3.26397 -3.62271 1.13195
H 8.16590 1.39569 -2.54740
N -3.89468 2.29738 -0.65990
O 5.73783 3.17828 1.90500
H 6.07221 0.75648 1.32238
C -1.05925 -4.31962 0.79093
C -6.45604 1.28523 2.27006
N -0.59370 0.98336 1.64084
H 0.37658 -1.56734 -2.74186
C -1.84932 -4.76353 -2.85048
H -0.35373 -3.11654 4.61096
C 4.43652 0.54190 0.04832
H 3.72476 1.90769 2.93338
H 2.10937 3.59333 -7.00586
H 1.30785 -3.85617 4.40987
H -5.78805 4.68840 0.59618
N -1.69062 -3.99813 -1.63362
H 4.13622 -5.09475 -0.20202
H 7.96403 -0.24025 -1.88505
H 2.61845 1.97814 1.57997
H 1.47868 1.38739 -0.14867
H 3.71909 1.28793 -2.02510
H -5.54518 -5.10854 -1.17979
H 2.18144 2.69977 3.11344
H -3.99695 -0.85911 -0.07211
N -3.97956 -3.03756 0.06263
C -4.85562 -3.94398 0.56405
C 3.72366 -0.83789 -2.59699
H -0.27745 2.57118 -5.62374
H -0.40102 -4.89789 1.43933
N 1.23477 -1.88576 3.74353
H 6.16312 2.24246 -1.61064
H -5.48611 -5.99845 0.41547
H -5.11245 4.98118 -1.08355
C 0.87124 -0.71177 4.30994
C 5.16067 5.23390 0.80168
H 5.29646 -3.23486 3.79527
H -7.29016 2.95696 3.34560
C 4.34861 -3.05364 3.28847
C 0.55143 -3.18250 4.00726
H 0.52044 4.42920 -6.97246
H -3.39535 -4.94204 -4.42823
C -0.83607 -4.77131 -0.71908
H 1.56048 1.78338 -2.75216
H 0.13684 0.75130 2.29854
C 1.56659 2.26147 -4.88981
C -4.18640 3.44936 -0.04242
C 4.40647 0.49889 -2.33008
C -1.80122 1.44334 2.30076
O 2.79618 2.20863 -5.05345
H -4.03429 -5.64279 -0.38340
N 0.69280 2.83456 -5.72039
C 1.02765 3.46441 -6.96880
H 1.67107 -1.82383 2.83474
C 1.01820 0.40997 -0.00476
H 6.94693 0.34888 -3.21723
H 4.47693 5.30580 -0.04415
H 4.61770 0.12292 2.24525
O -5.26823 0.98275 2.56112
H -4.22704 -1.48445 1.59737
H -3.37241 -3.30863 -0.69763
H -0.78982 -3.27520 0.94806
H 5.07119 6.16362 1.36355
H 6.15336 5.20910 0.35217
H -5.96112 3.40284 2.40395
H 4.40972 -1.48489 -3.14363
C -0.38830 0.69388 0.36083
H 0.27517 -3.18464 -3.44655
H -1.24858 -2.05725 -0.96478
C 4.83790 3.95191 1.53781
H 1.05618 -0.19787 -0.90875
O 1.13795 0.33818 3.70742
O 1.39155 5.17032 0.40661
C -4.90972 1.46369 -1.38709
H 4.24112 -1.98967 3.07747
C 7.43888 0.62706 -2.28518
O -1.25103 0.78748 -0.50745
H -5.42994 2.06537 -2.13238
C 0.99113 1.59455 -3.66227
C 6.45445 1.23337 -1.31914
H -8.31560 0.85471 1.76848
O 2.30940 -2.88049 1.31017
C -0.06498 4.84098 2.22135
C -3.79688 -1.68100 0.61532
H 0.29869 -3.55558 3.01477
H 5.50143 -0.92509 1.18297
H -2.04992 -5.82394 -2.69751
N -7.40986 0.42189 1.87976
H -7.54582 3.16328 1.62095
C -5.03517 -5.24098 -0.22562
H 3.53246 -0.06606 0.01403
C 0.19815 -0.68502 5.66283
H -6.66076 -1.58141 2.43025
H 4.96309 0.82285 -3.20947
H -0.86773 2.96166 -1.63139
C -1.21904 -2.62330 -1.89581
O -5.32043 -3.79728 1.68003
H -2.73430 1.17731 1.80407
H -1.08296 -5.83247 -0.68599
H -1.28431 4.70484 -1.93504
C 0.28791 4.71606 0.71573
N 4.23422 -3.85631 2.01950
C -5.41290 4.25313 -0.33005
H 4.21429 1.60592 0.12935
H -4.43707 0.53446 -1.70523
H -2.87500 -3.32264 -4.05191
O -3.34857 3.97530 0.70678
H -2.74996 -1.55556 0.89159
H 3.46438 -1.35343 -1.67227
H 0.64571 -1.34468 6.40623
H -1.52140 3.86520 0.22949
H -3.93926 -4.32882 -2.92776
H 0.62385 2.90073 -7.80981
N 5.27139 0.35821 -1.16405
H 1.03003 -2.88551 -1.91679
H -0.83104 -1.02597 5.55053
H -2.05275 -4.54996 1.17565
H 0.48569 5.63031 2.73304
H -8.16647 -1.45419 1.46340
H -1.00911 -4.70108 -3.54204
N 3.54984 3.70192 1.75938
H -0.04357 1.86706 -3.45434
N -0.62599 4.17883 -0.11685
H -1.73961 2.52376 2.43113
H 0.43095 4.06908 -2.00059
H -1.11875 5.08924 2.34799
H 0.26660 3.90283 2.66636
H 2.89643 4.36058 1.36024
C 3.26400 -4.44846 -0.10384
H -1.84440 0.97453 3.28384
H 1.00436 0.50604 -3.71761
H -1.96878 -2.10334 -2.49215
C -3.08748 -4.29477 -3.60703
C 3.00972 2.55107 2.42066

***

# 2
Molecular formula: C39H93N3O15
Method: DFT, ωB97M-V/def2-TZVPD

Energy relative to the best compared isomer or geometry (same formula, charge and spin) ... 35.6 kcal per mole
Total energy ... -2834.3011 Ha
Structure (SMILES) ... CC1(C)CCCC(C)(C)N1O.CC1(C)CCCC(C)(C)N1O.CC1(C)CCCC(C)(C)N1O.OCCO.OCCO.OCCO.OCCO.OCCO.OCCO
Total charge ... 0

Positions of all 150 atoms, in Å:
H -12.18923 8.15727 10.59880
H -13.69411 2.04987 14.20146
H -18.54243 2.29527 10.80669
O -11.98500 6.84162 12.61782
H -13.32556 3.14247 12.00198
H -12.89026 7.92280 8.40512
C -17.93262 12.99847 15.74670
H -16.50070 4.62793 10.00439
H -16.98440 11.38128 8.51667
C -18.96783 9.86178 8.21305
H -21.91957 7.99134 12.37226
H -21.93948 5.98525 9.57341
C -18.46124 7.00222 5.57630
H -15.96559 8.24740 7.28474
H -14.06223 8.07328 14.79905
O -17.16397 9.70353 5.04750
H -17.71667 10.42167 13.48043
H -18.60776 9.93456 9.23928
C -22.76143 5.46677 12.17486
O -13.87654 5.99661 8.93638
H -16.23031 8.99563 8.80713
C -18.05361 3.03489 9.06511
H -21.83010 7.80573 10.60757
H -19.00946 6.91035 14.35315
N -20.31057 5.30657 12.44723
H -16.53134 9.57817 18.67289
H -14.37202 3.67537 14.77032
H -17.32714 2.22491 8.99987
H -19.64177 3.18504 13.87385
O -11.47807 8.04973 9.96298
H -14.27027 7.38793 10.53034
O -12.33637 3.61793 14.55027
O -18.47477 3.16516 10.40631
C -10.73068 6.82207 11.87097
H -20.66681 7.36623 14.10130
H -18.31860 5.09001 8.40713
H -16.96753 9.12574 16.28123
H -19.87194 9.67508 4.07671
H -20.82434 9.51939 6.32246
C -13.63257 3.13786 14.17670
C -12.74492 6.80980 6.86705
H -15.49708 11.90595 14.31015
H -12.80489 7.03466 5.80219
H -18.30286 12.50224 19.03472
H -16.62955 8.94044 5.27919
C -21.85709 4.83323 14.44549
O -16.46989 4.99125 9.11634
H -15.96560 11.22543 18.01556
H -19.13947 6.15334 5.48960
H -18.95123 4.56600 11.57325
O -17.81457 9.30916 15.86836
C -16.73978 10.63486 18.50540
O -13.81244 5.24068 16.66819
C -18.04015 10.85654 17.75813
H -17.20707 4.25389 7.36206
C -14.49357 7.22640 15.33277
C -10.88449 6.78738 10.29671
C -16.38487 8.04057 12.12309
H -11.50613 6.01395 9.84566
O -15.27815 7.87514 16.31534
H -21.47664 4.34980 10.06811
H -12.62086 6.27135 15.22211
H -19.06936 8.95300 18.14267
H -20.05691 6.71497 15.65025
H -14.96531 3.39500 12.41969
H -20.76359 8.12764 4.27976
C -15.91888 11.36487 15.15717
C -17.49488 4.37616 8.40624
H -21.92413 5.04104 15.51340
C -13.36123 6.47188 15.99654
H -19.55848 12.39030 17.74386
C -17.41334 11.56859 15.34656
C -19.78384 8.60512 4.26514
H -14.69948 5.48533 12.77046
C -20.40186 5.21670 13.93062
H -19.00408 10.04458 19.50960
C -20.03517 6.60893 14.56564
C -17.69150 13.30322 17.20536
H -11.74938 6.43013 7.09695
H -15.08595 6.67062 14.60594
H -10.12356 7.69766 12.10084
H -16.90324 8.43784 11.25041
H -23.62587 6.03636 11.83370
H -19.16255 8.23262 3.45066
H -15.71842 10.32617 14.89447
H -18.98975 12.99168 15.48113
H -20.30328 5.50710 9.60594
C -17.02506 11.11593 7.46024
C -13.95345 3.65301 12.73219
H -17.36108 7.73823 8.26302
C -19.11654 10.00443 18.42617
H -19.58059 3.81992 15.50403
C -20.03286 8.78316 8.15203
N -18.14516 9.46765 6.01079
H -14.20816 7.73359 12.68369
H -16.72663 11.15139 19.46516
C -18.01171 11.36931 13.93102
H -12.38107 4.35482 15.16396
O -16.48258 6.55891 12.06183
H -16.04435 11.18478 6.98955
H -12.25946 5.93031 12.74353
C -19.48507 4.09470 14.45357
O -19.00077 5.41125 12.02569
H -12.94838 7.13483 16.75692
H -16.63567 13.32129 17.47552
H -17.74164 7.01353 4.75767
C -21.23191 5.40728 10.16789
H -18.04770 14.33180 17.26243
H -19.81298 7.87015 8.70536
H -16.88791 8.53594 12.95354
H -20.30334 7.86549 11.53108
C -19.11325 8.40792 5.65711
O -12.84090 8.08043 7.45944
H -14.79607 6.26380 7.16028
O -13.84577 5.06924 12.63024
H -15.21955 7.37725 17.13403
N -18.06709 10.60705 16.28295
C -17.70568 9.69499 7.38782
H -20.95959 9.02811 8.67094
H -17.68717 12.00697 13.10873
H -23.06562 4.47981 11.82634
C -14.89071 8.35308 12.10192
H -17.38792 6.24071 12.08821
H -21.04657 7.80514 6.48185
H -22.08771 3.76847 14.41089
H -14.76303 9.29286 12.63914
C -13.82399 5.90457 7.49812
H -17.61381 11.89462 6.97537
H -13.72410 4.87765 7.14659
H -9.91274 6.74215 9.80502
H -23.18789 6.59532 14.06308
C -21.34689 5.99561 11.60667
C -20.31836 8.60315 6.62678
O -14.33395 8.30894 10.79357
C -18.50018 12.28867 17.98423
H -20.13162 10.24179 18.10776
H -14.76154 5.81227 9.25949
H -18.47855 4.45004 14.23274
H -17.91977 6.81349 6.50329
H -19.36624 10.84872 7.97789
H -15.48090 11.62469 16.12089
H -14.09550 5.35164 17.57877
H -18.91363 2.65209 8.51563
H -10.19381 5.96980 12.28751
H -19.09981 11.43268 13.94235
C -21.34814 7.55561 11.55269
H -23.92811 5.00522 14.05993
H -17.41439 13.77178 15.17967
C -23.04826 5.56362 13.74031
C -16.76142 8.59126 7.94543

***

- Number 1 is which compound?
  C39H93N11O9

***

- Which of these has the lowest energy relative to the best compared isomer or geometry (same formula, charge and spin)?
  C39H93N11O9